# 1
ORCA calculation (ωB97M-V/def2-TZVPD) on C5H6O2 as an isolated structure in a non-equilibrium geometry.

```
! wB97M-V def2-TZVPD RIJCOSX def2/J DEFGRID3
* xyz 0 1
C 0.02682 -0.51698 0.18734
C 1.22592 -2.03277 0.48614
C -1.10473 -0.07299 -0.29086
C 1.39609 0.14562 0.44947
C -1.47091 1.30135 -0.62138
O 1.10296 -3.20159 0.64522
O 2.19894 -1.08338 0.53287
H -1.79425 -0.78859 -0.62408
H 1.58821 0.85236 -0.29660
H 1.52878 0.48090 1.49396
H -2.42536 1.36209 -1.08993
H -0.67629 1.70082 -1.18329
H -1.59619 1.85317 0.31113
*
```

For the energy relative to the best compared isomer or geometry (same formula, charge and spin), the calculation gives 68.7 kcal per mole. The calculation puts the total energy at -9374.1174 eV. The value obtained for the LUMO energy is 0.80 eV.


# 2
ORCA calculation (ωB97M-V/def2-TZVPD) on a single C10H8N2Se molecule in a non-equilibrium geometry.

```
! wB97M-V def2-TZVPD RIJCOSX def2/J DEFGRID3
* xyz 0 1
C -0.92863 1.81026 -2.74855
C 1.35036 1.99506 -1.91902
C -0.08230 -1.67848 2.49981
C 1.12456 -1.20241 1.96248
C -1.13889 -1.99168 1.61378
C 1.27288 -1.00124 0.57458
C -0.97522 -1.76448 0.27251
C 0.20949 -1.27204 -0.22955
C -0.38052 1.81546 -0.36224
C 0.09278 1.37072 -1.74508
N -1.68496 2.25731 -3.44549
N 2.34788 2.49121 -2.10255
Se 0.17653 -0.64540 -2.11777
H -0.22371 -1.73059 3.59500
H 1.85195 -0.84551 2.63453
H -1.97714 -2.65300 2.01364
H 2.16315 -0.56851 0.22114
H -1.76014 -2.11001 -0.44312
H 0.44850 1.44128 0.44237
H -1.32963 1.42939 -0.31680
H -0.55696 2.85268 -0.39969
*
```

For the energy relative to the best compared isomer or geometry (same formula, charge and spin), the calculation gives 0.0 kcal per mole. The calculation puts the total energy at -78823.7314 eV. Its SMILES is CC(C#N)(C#N)[Se]c1ccccc1. The value obtained for the LUMO energy is -0.10 eV.


# 3
ORCA calculation (ωB97M-V/def2-TZVPD) on a 7-piece molecular cluster, C28H77N7O7 overall in a non-equilibrium geometry.

```
! wB97M-V def2-TZVPD RIJCOSX def2/J DEFGRID3
* xyz 0 1
C 0.80939 -1.05590 -5.80777
C 1.00803 0.25535 -6.61109
C 1.20209 -0.22840 -8.04707
O 1.27017 0.89205 -8.92119
C 1.43557 0.50117 -10.25827
N -0.13411 1.12257 -6.38425
H 1.55827 -1.80397 -6.09916
H -0.16904 -1.51596 -5.91996
H 1.05714 -0.85321 -4.76345
H 1.91004 0.70277 -6.18566
H 0.30851 -0.80621 -8.32467
H 2.04947 -0.90530 -8.16348
H 0.52120 0.02182 -10.62792
H 2.24412 -0.22846 -10.41050
H 1.72822 1.35394 -10.86827
H 0.08080 1.96819 -5.88218
H -0.55496 1.35037 -7.27777
C 0.07526 4.59827 -1.97770
C 1.07346 5.70263 -1.55240
C 1.91581 5.30995 -0.35025
O 2.24123 6.38983 0.50827
C 3.14080 7.36875 0.05899
N 1.83967 6.08445 -2.74075
H -0.46439 4.99791 -2.83537
H -0.69291 4.32339 -1.24982
H 0.63554 3.67366 -2.13611
H 0.42685 6.51245 -1.17698
H 2.78271 4.72783 -0.69644
H 1.33136 4.65673 0.28879
H 4.17757 7.00271 -0.01329
H 3.20140 8.07566 0.88763
H 2.96036 7.87915 -0.88786
H 1.18704 6.54416 -3.36898
H 2.50814 6.79281 -2.46527
C 0.62770 -5.90620 -2.02504
C 2.13395 -6.09035 -2.30431
C 2.87093 -4.80025 -2.64070
O 2.85869 -3.95787 -1.51039
C 3.06865 -2.60410 -1.82435
N 2.67048 -6.77009 -1.13390
H 0.14377 -5.41844 -2.87098
H 0.37516 -5.38863 -1.09866
H 0.21806 -6.90504 -1.86716
H 2.25726 -6.78750 -3.13507
H 2.56618 -4.31784 -3.57980
H 3.93371 -5.03070 -2.84280
H 2.25034 -2.22394 -2.43583
H 3.99900 -2.41162 -2.38545
H 3.31248 -2.04944 -0.91897
H 3.66742 -6.93020 -1.17087
H 2.42967 -6.35238 -0.24873
C 2.21639 3.93134 3.93226
C 1.48429 2.75952 3.25740
C 0.71579 1.93128 4.32444
O 1.50400 1.26998 5.29437
C 2.38991 0.33130 4.75564
N 0.37649 3.24869 2.40848
H 2.68636 4.62466 3.22818
H 2.95108 3.60126 4.66622
H 1.49401 4.58891 4.42797
H 2.09061 2.07368 2.66620
H 0.02731 1.29749 3.75373
H 0.11642 2.63648 4.90637
H 3.03085 -0.06559 5.54558
H 3.08667 0.73835 4.01554
H 1.91723 -0.54761 4.29850
H 0.00168 3.95754 3.04117
H 0.67499 3.78384 1.60274
C 0.20337 0.05776 -2.00378
C -0.51131 0.63517 -0.80088
C -1.37177 -0.37750 -0.00304
O -1.62804 -0.01285 1.32832
C -2.60086 1.01101 1.40706
N 0.54034 1.05386 0.13083
H -0.56769 -0.14018 -2.76525
H 0.62656 -0.93179 -1.84653
H 0.90934 0.74183 -2.46868
H -1.15169 1.51389 -0.96743
H -0.68680 -1.22494 0.04109
H -2.24442 -0.62645 -0.61193
H -3.54763 0.54962 1.10390
H -2.39691 1.90100 0.80128
H -2.77939 1.47119 2.37752
H 0.24436 1.26486 1.07425
H 1.10403 1.81011 -0.22963
C -2.95252 0.09208 4.76943
C -3.90504 -0.86522 5.50099
C -5.31552 -0.26794 5.52462
O -5.45883 1.07959 5.96851
C -5.19703 1.22713 7.34529
N -4.01717 -2.16748 4.79626
H -2.07124 0.39489 5.33927
H -3.46854 1.00986 4.48209
H -2.50034 -0.31697 3.86181
H -3.43346 -1.03781 6.46873
H -5.96983 -0.88867 6.14818
H -5.68230 -0.17893 4.50195
H -4.14998 0.98537 7.54330
H -5.79352 0.48663 7.91328
H -5.59388 2.14516 7.77360
H -3.81490 -1.97906 3.81585
H -5.00282 -2.42582 4.76313
C 0.17219 -4.68229 2.03871
C -0.67878 -3.42858 1.96688
C -2.17969 -3.72871 1.85357
O -2.62495 -4.63056 0.86341
C -2.39190 -4.12630 -0.42491
N -0.51793 -2.59662 3.16633
H 0.19004 -5.17607 3.00951
H 1.19492 -4.42533 1.74915
H -0.14319 -5.45509 1.33077
H -0.37090 -2.80176 1.12472
H -2.76509 -2.80698 1.68353
H -2.52827 -3.97191 2.86350
H -2.69783 -3.07355 -0.52802
H -2.97950 -4.73090 -1.11153
H -1.33781 -4.07783 -0.72615
H 0.29987 -1.99573 3.11681
H -1.26808 -1.90888 3.06877
*
```

For the energy relative to the best compared isomer or geometry (same formula, charge and spin), the calculation gives 67.7 kcal per mole. The calculation puts the total energy at -55042.2011 eV. Its SMILES is COC[C@H](C)N.COC[C@H](C)N.COC[C@H](C)N.COC[C@H](C)N.COC[C@H](C)N.COC[C@H](C)N.COC[C@H](C)N. The value obtained for the LUMO energy is 0.59 eV.


# 4
ORCA calculation (ωB97M-V/def2-TZVPD) on a single C19H18N2O6S2 molecule in a non-equilibrium geometry.

```
! wB97M-V def2-TZVPD RIJCOSX def2/J DEFGRID3
* xyz 0 1
O -2.34500 -1.34656 2.28891
O -0.67861 -1.76323 -3.64836
O -0.18096 -2.66264 -1.46728
O -2.20845 -4.58627 -0.24383
O -3.59831 -3.90844 1.54379
C 2.51462 2.72038 1.12800
C 3.22941 3.71194 1.16900
O 3.16238 0.15241 0.17788
C -1.30419 -1.50793 1.67870
C -4.71050 -0.42097 -2.38521
C -5.29238 -0.76550 -1.16904
C 0.34432 1.88092 1.77610
C -0.60605 0.83957 1.92508
C 0.96381 -0.67477 0.90132
C -3.44615 -0.88293 -2.70982
C -4.62865 -1.63507 -0.33551
C 1.60527 1.62745 1.18172
C 1.93062 0.33380 0.78080
C -0.30664 -0.44237 1.47481
C -2.76078 -1.81342 -1.92368
C -3.39262 -2.19726 -0.67562
N -1.50156 -4.05516 -2.97565
N -1.17923 -2.74232 1.09589
C 3.24647 -0.87566 -0.84495
C 5.41951 4.96578 1.34508
C 4.50485 5.53876 2.41686
C 3.90651 4.98171 1.12575
S -1.18105 -2.48309 -2.49528
S -2.67618 -3.41744 0.52581
H -5.29606 0.24656 -3.00675
H -6.29307 -0.35612 -0.89876
H 0.13426 2.90333 2.11033
H -1.54856 1.06296 2.37595
H 1.29409 -1.64630 0.59773
H -3.06535 -0.61649 -3.70103
H -5.11384 -1.90704 0.60450
H -0.60843 -4.43536 -3.21284
H -1.89154 -4.52701 -2.17428
H -0.42750 -2.82168 0.39665
H 2.39007 -0.80926 -1.51372
H 3.25218 -1.86727 -0.44327
H 4.16341 -0.78114 -1.41496
H 5.98893 5.69692 0.77136
H 5.93670 4.02205 1.50539
H 4.40098 6.63462 2.60109
H 4.41281 4.90921 3.30578
H 3.44046 5.72031 0.43555
*
```

The calculation puts the total energy at -56925.9849 eV. Its SMILES is COc1cc(C(=O)NS(=O)(=O)c2ccccc2S(N)(=O)=O)ccc1C#CC1CC1. The value obtained for the LUMO energy is -0.87 eV.


# 5
ORCA calculation (ωB97M-V/def2-TZVPD) on a 2-piece molecular cluster, C4H10N5 overall in a non-equilibrium geometry.

```
! wB97M-V def2-TZVPD RIJCOSX def2/J DEFGRID3
* xyz 1 1
C -1.84694 0.27309 1.16508
C -1.31370 0.58501 -1.10787
C -0.19478 -1.11500 0.17011
C 2.39969 0.76284 0.49701
N -0.78980 -0.73901 1.23242
N -2.03624 0.99700 -0.07969
N -0.41997 -0.40317 -1.03188
N 0.67354 -2.16095 0.02050
N 1.91275 0.27457 -0.56694
H -2.77852 -0.29334 1.32586
H -1.49400 1.17305 -2.00035
H 1.89786 0.46818 1.38508
H -1.75790 1.02456 2.00848
H 3.08209 1.61178 0.60281
H -2.39759 1.99360 -0.21989
H 0.06370 -0.70399 -1.94369
H 1.26774 -2.19192 0.83130
H 1.32381 -2.06145 -0.76820
H 2.40827 0.50514 -1.52014
*
```

For the energy relative to the best compared isomer or geometry (same formula, charge and spin), the calculation gives 75.7 kcal per mole. The calculation puts the total energy at -11752.6928 eV. The value obtained for the LUMO energy is -3.82 eV.


# 6
ORCA calculation (ωB97M-V/def2-TZVPD) on C36H38N5O5PPbS2Si as an isolated structure.

```
! wB97M-V def2-TZVPD RIJCOSX def2/J DEFGRID3
* xyz 0 1
Pb -1.57950 0.18765 -1.03838
N -2.09260 3.74467 -3.85730
C -1.80023 2.48778 -3.41805
S -3.14259 1.54430 -2.85350
N -0.53578 2.16267 -3.47564
N -0.22219 0.92804 -2.97070
C 0.89940 0.43654 -3.35162
C 1.81633 1.16165 -4.27400
C 2.41970 2.34834 -3.86891
C 3.30882 2.99776 -4.70919
C 3.59084 2.47521 -5.96528
C 2.98897 1.29472 -6.37359
C 2.11186 0.63354 -5.52474
C 1.35065 -0.88483 -2.84778
C 2.70604 -1.20614 -2.88409
C 3.11664 -2.44168 -2.41497
C 2.17031 -3.31613 -1.91561
C 0.84633 -2.90386 -1.89212
N 0.43529 -1.72480 -2.35095
H -3.05473 3.96378 -4.03903
H -1.37905 4.21760 -4.38808
H 2.18064 2.75621 -2.89529
H 3.77977 3.91764 -4.38667
H 4.28097 2.98779 -6.62310
H 3.20473 0.88369 -7.35134
H 1.64949 -0.29549 -5.83706
H 3.42166 -0.49356 -3.26768
H 4.16510 -2.71134 -2.43527
H 2.44318 -4.28989 -1.53295
H 0.07762 -3.55341 -1.49220
O -2.59723 -3.24879 -1.71581
N -2.59285 -3.08173 -0.33898
C -2.76915 -4.17459 0.27702
C -2.83681 -4.20676 1.75118
C -3.70556 -5.13653 2.31902
C -3.87710 -5.20762 3.69138
C -3.16815 -4.34407 4.51102
C -2.28579 -3.42878 3.95498
C -2.09326 -3.35268 2.57683
P -0.87668 -2.14166 1.88781
C 0.62093 -3.18845 1.84551
C 1.70027 -2.68629 1.11909
C 2.90923 -3.36645 1.09058
C 3.04055 -4.57132 1.76417
C 1.96320 -5.09338 2.46817
C 0.76142 -4.40342 2.51431
C -1.09542 -0.12216 3.57163
C -0.37627 0.78431 4.34183
C -0.94406 2.00288 4.67018
C -2.22439 2.32490 4.23304
C -2.93169 1.41562 3.46382
C -2.37725 0.18416 3.13418
H -2.42310 -2.35830 -2.05014
H -2.90508 -5.10447 -0.27647
H -4.26306 -5.79986 1.66824
H -4.56499 -5.92752 4.11522
H -3.29148 -4.38552 5.58560
H -1.71972 -2.77391 4.60257
H 1.59457 -1.76299 0.56073
H 3.74154 -2.95749 0.53193
H 3.98099 -5.10740 1.73915
H 2.06227 -6.03631 2.99089
H -0.06829 -4.81312 3.07644
H 0.62472 0.52092 4.65783
H -0.38233 2.70756 5.27048
H -2.66907 3.27441 4.49967
H -3.93150 1.65369 3.12298
H -2.94853 -0.53128 2.55448
O -0.48072 -1.31802 3.29273
S 1.01408 0.97700 1.05537
O -0.08120 2.73707 0.50990
O 1.06043 0.46789 -0.31128
O 2.25013 1.54887 1.51392
C 0.55973 5.04049 -1.06996
Si 0.25598 4.39666 0.65440
C 1.76035 4.55402 1.73307
C -1.22518 5.21815 1.43365
C -1.31490 2.38880 -0.18647
H 0.97795 6.04992 -1.03390
H -0.36008 5.07921 -1.65687
H 1.26830 4.40049 -1.60010
H 1.90418 5.60550 1.99664
H 2.66134 4.19732 1.23380
H 1.64852 3.98220 2.65490
H -0.97781 6.23413 1.75131
H -1.54809 4.65911 2.31319
H -2.06604 5.27763 0.74057
H -1.39245 3.04230 -1.05542
H -2.15308 2.59719 0.48509
*
```

For the energy relative to the best compared isomer or geometry (same formula, charge and spin), the calculation gives 22.9 kcal per mole. The calculation puts the total energy at -99721.9458 eV. The value obtained for the LUMO energy is 0.03 eV.


# 7
ORCA calculation (ωB97M-V/def2-TZVPD) on a single C3H4N4O molecule in a non-equilibrium geometry.

```
! wB97M-V def2-TZVPD RIJCOSX def2/J DEFGRID3
* xyz 0 1
C -1.88629 -0.38050 -0.01354
C 0.59247 -0.27554 0.01214
C 1.08765 1.00581 0.13525
H -1.32241 1.41351 -0.45553
H -2.73801 -1.04801 0.12610
H -0.54211 -1.95049 0.37607
H 0.75251 1.96984 0.48103
N -2.14819 0.83499 -0.31613
N -0.63379 -0.97090 0.10368
N 2.41917 0.84689 -0.00167
N 2.76506 -0.32992 -0.22165
O 1.65394 -1.11566 -0.22574
*
```

For the energy relative to the best compared isomer or geometry (same formula, charge and spin), the calculation gives 62.0 kcal per mole. The calculation puts the total energy at -11181.2784 eV. Its SMILES is [H]/N=C\Nc1cnno1. The value obtained for the LUMO energy is 0.55 eV.


# 8
ORCA calculation (ωB97M-V/def2-TZVPD) on a 2-piece molecular cluster, CH5OP overall in a non-equilibrium geometry.

```
! wB97M-V def2-TZVPD RIJCOSX def2/J DEFGRID3
* xyz 0 1
C -0.55751 -0.57241 -0.15654
O -0.01947 1.21689 -1.19906
P 0.41572 -0.43149 1.27222
H -1.69061 -0.46616 0.24144
H -0.45987 -1.25174 -1.05029
H 0.53218 0.77790 -1.87978
H 1.73332 -0.11603 0.91265
H 0.04624 0.84303 1.85937
*
```

For the energy relative to the best compared isomer or geometry (same formula, charge and spin), the calculation gives 88.2 kcal per mole. The calculation puts the total energy at -12450.3136 eV. The value obtained for the LUMO energy (alpha / beta) is -0.35 / -0.35 eV.